1.
DFT (ωB97M-V/def2-TZVPD) results for a structure of composition C38H58Br2ClN4O18S2.

## Properties
Electronic energy = -9460.7044 hartree
LUMO = 1.7 eV
HOMO = -5.1 eV
Charge = -1
Orbital gap = 6.800 eV

Each line ends with the Löwdin charge.
CARTESIAN COORDINATES (ANGSTROEM)
C 0.3197 -0.3780 5.0031  -0.09
O 0.7719 -0.3514 3.6703  -0.27
C -0.2811 -0.4389 2.7253  -0.17
C 0.1360 -1.1709 1.4321  -0.22
C 0.4486 -2.5825 1.9293  -0.15
O 1.4148 -3.2741 1.1125  -0.06
C 1.8270 -4.4315 1.6171  -0.58
C 3.0348 -4.9880 0.9073  0.02
O 1.2923 -5.0308 2.5258  0.09
C -1.1639 -1.3120 0.5209  -0.31
N -2.2476 -1.8411 1.3741  0.10
C -1.7454 0.0868 0.1025  -0.19
N -3.1639 0.0871 -0.2339  0.04
C -1.0380 -2.2919 -0.6692  -0.24
C -1.2786 -3.7977 -0.4698  -0.10
C -2.6902 -4.3693 -0.3208  -0.24
C -2.5242 -5.9233 -0.1892  -0.55
Cl -3.1321 -6.7347 -1.6910  0.50
C -1.8724 -1.9186 -1.9741  -0.63
O -1.2469 -1.5550 -2.9918  -0.01
O -3.1139 -2.0738 -1.9490  -0.04
O 0.3550 -2.2896 -1.1794  -0.16
S 1.2670 -1.0242 -1.0348  0.69
O 0.9238 0.0975 -1.8597  -0.26
O 2.5436 -1.5334 -1.4523  -0.26
C 1.3625 -0.4220 0.7381  -0.26
C 1.1760 1.1284 0.7823  -0.15
C 1.8067 1.8962 1.9508  -0.14
C 1.7515 3.4350 1.5760  -0.19
C 1.1085 4.2662 2.6908  -0.21
C -0.4329 4.1566 2.7466  -0.21
C -1.1370 4.5134 1.4259  -0.25
C -2.6548 4.2378 1.6179  -0.47
S -3.7231 5.2041 0.5020  0.97
C -4.1323 4.1990 -0.8549  -0.69
N -3.5619 4.2591 -2.0035  0.04
N -4.1240 3.3512 -2.8475  0.06
C -5.0463 2.7688 -2.1515  -0.20
O -5.1185 3.2499 -0.9232  0.03
C 2.7827 -0.7010 1.2723  -0.55
Br 3.2548 -1.7216 2.8637  0.88
C 3.8575 -0.1712 0.6767  -0.74
C 3.8870 0.7589 -0.5018  -0.14
Br 5.6714 -0.4594 1.2718  0.74
H 0.9777 0.2415 5.6147  0.09
H -0.7008 -0.0003 5.1270  0.09
H 0.3703 -1.4086 5.3766  0.09
H -1.0919 -0.9803 3.2215  0.13
H -0.6491 0.5790 2.5552  0.11
H 0.8327 -2.6049 2.9479  0.08
H -0.4310 -3.2186 2.0060  0.13
H 3.7595 -4.2120 0.6571  0.08
H 3.5264 -5.7384 1.5214  0.08
H 2.7432 -5.4677 -0.0297  0.09
H -3.0285 -2.1140 0.7859  0.08
H -2.6164 -1.0968 1.9534  0.08
H -1.6875 0.7907 0.9428  0.09
H -1.1978 0.5568 -0.7190  0.12
H -3.3145 0.6716 -1.0352  0.06
H -3.7445 0.4336 0.5185  0.06
H -0.9066 -4.2454 -1.4012  0.15
H -0.6564 -4.2741 0.2901  0.10
H -3.3465 -4.2366 -1.1716  0.07
H -3.2016 -4.1006 0.6027  0.10
H -3.0885 -6.3040 0.6578  0.06
H -1.4831 -6.2161 -0.0745  0.06
H 0.1306 1.4240 0.8359  0.09
H 1.5222 1.5868 -0.1367  0.10
H 2.8576 1.7278 2.1678  0.11
H 1.2179 1.8629 2.8651  0.09
H 1.2430 3.6156 0.6310  0.10
H 2.7762 3.7963 1.4439  0.11
H 1.5797 4.0936 3.6609  0.11
H 1.3127 5.3217 2.4633  0.11
H -0.7641 3.1720 3.0951  0.11
H -0.7674 4.9107 3.4678  0.11
H -0.8346 3.8992 0.5777  0.10
H -1.0551 5.5711 1.1712  0.10
H -2.8631 3.1682 1.5625  0.08
H -2.9035 4.5583 2.6326  0.07
H -5.6590 1.9811 -2.5558  0.14
H 4.0692 1.7763 -0.1287  0.09
H 3.0149 0.7796 -1.1394  0.05
H 4.7495 0.5203 -1.1227  0.07
C -0.2072 0.2236 -4.9249  -0.03
C 0.0707 1.0304 -6.1701  -0.32
C -0.1987 0.3015 -7.4581  -0.10
O 0.6676 0.9901 -8.3776  0.05
C 1.7213 1.4457 -7.6504  -0.58
O 2.7236 1.8809 -8.1247  0.14
O 1.4791 1.3325 -6.3269  0.09
H 0.1314 -0.8060 -5.0310  0.09
H 0.3119 0.6396 -4.0651  0.07
H -1.2738 0.2031 -4.7118  0.09
H -0.4666 1.9831 -6.1286  0.16
H -1.2366 0.3626 -7.7770  0.14
H 0.1084 -0.7458 -7.4218  0.14
C 11.3412 -2.2102 -1.1790  -0.02
C 10.5163 -2.0384 0.0741  -0.33
C 9.3296 -1.1227 -0.0771  -0.11
O 9.1303 -0.6770 1.2697  0.03
C 10.3460 -0.6964 1.8750  -0.56
O 10.5870 -0.1993 2.9240  0.17
O 11.2533 -1.3610 1.1073  0.08
H 11.4644 -1.2612 -1.7030  0.09
H 12.3385 -2.5770 -0.9377  0.09
H 10.8603 -2.9142 -1.8578  0.09
H 10.2197 -3.0156 0.4658  0.16
H 8.4438 -1.6255 -0.4587  0.13
H 9.5427 -0.2478 -0.6962  0.14
C -10.2142 1.5462 0.1033  -0.02
C -9.2550 1.6617 1.2639  -0.33
C -8.6507 3.0313 1.4463  -0.10
O -7.4296 2.7240 2.1272  0.06
C -7.0620 1.4776 1.7275  -0.56
O -5.9994 0.9916 1.9325  0.16
O -8.0746 0.8698 1.0566  0.09
H -9.8427 2.0843 -0.7701  0.09
H -10.3413 0.5049 -0.1903  0.09
H -11.1870 1.9595 0.3702  0.09
H -9.7330 1.3100 2.1831  0.16
H -9.2719 3.7013 2.0366  0.14
H -8.3988 3.5125 0.4979  0.14

Atoms 1-6, force components in eV/Å:
0.240 -0.232 0.217
-0.126 0.282 -0.252
-0.245 0.237 0.685
0.027 -0.370 0.547
0.190 -1.244 0.519
-0.017 0.412 0.161

---

2.
DFT (ωB97M-V/def2-TZVPD) results for a cluster of 7 separate species, C38H59Br2IN2O8PS in total.

## Properties
Electronic energy = -8380.1184 hartree
LUMO = 1.6 eV
HOMO = -5.4 eV
Charge = -1
Orbital gap = 7.040 eV

Each line ends with the Löwdin charge.
CARTESIAN COORDINATES (ANGSTROEM)
C -2.8203 -4.0047 1.4013  -0.12
C -2.3529 -3.7357 2.8469  -0.27
C -1.2869 -4.7299 3.3835  -0.21
C -0.1153 -5.0275 2.4202  -0.18
C 1.1603 -4.1592 2.6819  -0.12
C 1.7490 -3.5278 1.4255  -0.09
C 1.9839 -4.2637 0.2922  -0.08
C 1.7114 -5.7864 0.1999  -0.75
O 0.8619 -6.1727 -0.6359  -0.07
O 2.3604 -6.4921 0.9949  -0.02
C 2.5072 -3.6465 -0.9042  -0.32
P 2.7972 -4.5590 -2.4657  0.41
S 4.5046 -4.1618 -3.3369  0.05
C 2.8074 -2.3141 -0.8826  -0.05
C 2.6250 -1.4977 0.2741  -0.19
N 2.9944 -0.1846 0.1782  0.12
C 2.7795 0.4481 1.3095  -0.27
C 3.1139 1.9723 1.3462  -0.63
I 3.5868 2.6439 -0.6586  0.88
C 4.3374 2.3124 2.2570  -0.34
C 4.0090 3.5997 3.0588  -0.13
C 2.2210 -0.1485 2.5075  -0.26
C 1.9641 0.6700 3.7541  -0.64
Br 3.2753 0.8946 5.1472  0.74
C 0.7579 1.2321 3.8815  -0.71
C -0.3784 1.0977 2.8910  -0.12
Br 0.3385 2.3031 5.4495  0.66
N 1.8692 -1.4130 2.5665  0.21
C 2.0762 -2.1195 1.4164  -0.13
H -3.0020 -5.0717 1.1882  0.08
H -3.6955 -3.3986 1.1103  0.06
H -2.0039 -3.7066 0.7152  0.07
H -2.0386 -2.6828 2.9733  0.10
H -3.2444 -3.8490 3.4994  0.09
H -0.9675 -4.3913 4.3842  0.10
H -1.8156 -5.6907 3.5474  0.10
H -0.3658 -4.9457 1.3542  0.09
H 0.1857 -6.0774 2.5801  0.11
H 1.9806 -4.7351 3.1495  0.12
H 0.8847 -3.4006 3.4340  0.09
H 1.7565 -4.1634 -3.3495  -0.02
H 2.6017 -5.9379 -2.2448  -0.02
H 3.2059 -1.8482 -1.7934  0.10
H 2.2217 2.5324 1.6689  0.08
H 4.6716 1.4744 2.8823  0.06
H 5.1802 2.5545 1.5887  0.05
H 3.1781 3.4464 3.7643  0.04
H 4.8897 4.0312 3.5606  0.07
H 3.6845 4.3580 2.3195  0.07
H -0.1495 0.4589 2.0269  0.08
H -1.2198 0.6320 3.4320  0.08
H -0.7299 2.0605 2.4906  0.07
C -5.4802 2.2309 2.6967  -0.02
C -4.3231 1.5943 1.9694  -0.48
O -3.1780 1.8377 2.2745  0.07
C -4.6491 0.6405 0.8441  -0.02
H -5.0941 2.8893 3.4775  0.04
H -6.0779 2.8207 1.9977  0.09
H -6.0998 1.4594 3.1588  0.09
H -5.2119 1.1609 0.0665  0.07
H -5.2309 -0.2005 1.2249  0.08
H -3.7236 0.2596 0.4131  0.08
C -3.5099 6.2259 4.5861  -0.01
C -4.2793 5.1818 5.3547  -0.48
O -4.4527 4.0718 4.9066  0.06
C -4.8229 5.5783 6.7053  -0.02
H -3.1790 5.8050 3.6381  0.09
H -4.1493 7.0875 4.3850  0.08
H -2.6335 6.5380 5.1563  0.09
H -5.5196 6.4113 6.5967  0.08
H -4.0036 5.8623 7.3677  0.09
H -5.3515 4.7334 7.1436  0.08
C -0.3623 5.3998 -3.0652  -0.02
C -0.0233 4.7262 -1.7632  -0.50
O 0.4216 5.3468 -0.8219  0.04
C -0.2634 3.2389 -1.6832  -0.03
H -0.1426 6.4646 -2.9897  0.08
H 0.2370 4.9712 -3.8721  0.05
H -1.4240 5.2724 -3.2835  0.07
H 0.3406 2.7233 -2.4314  0.08
H -1.3202 3.0259 -1.8422  0.05
H 0.0224 2.8801 -0.6949  0.06
C 7.4848 -8.8442 -2.7413  -0.03
C 6.2950 -8.2666 -3.4716  -0.51
O 6.3405 -8.0338 -4.6582  0.06
C 5.0577 -7.9971 -2.6560  -0.04
H 8.3042 -8.9886 -3.4442  0.07
H 7.8097 -8.1576 -1.9580  0.08
H 7.2214 -9.8091 -2.3044  0.08
H 5.2798 -7.2746 -1.8689  0.08
H 4.6916 -8.9278 -2.2177  0.09
H 4.2832 -7.5846 -3.2999  0.06
C -3.7638 1.1784 -4.9504  -0.02
C -3.4208 2.1853 -3.8807  -0.49
O -2.5126 2.9721 -4.0220  0.06
C -4.2580 2.1692 -2.6256  -0.02
H -3.0850 1.3012 -5.7927  0.07
H -3.6564 0.1660 -4.5576  0.09
H -4.7866 1.3364 -5.2970  0.09
H -4.1715 1.1992 -2.1327  0.08
H -5.3024 2.3702 -2.8715  0.09
H -3.9032 2.9415 -1.9442  0.08
C 0.1788 4.8735 -8.0365  -0.02
C 0.5252 4.2228 -6.7197  -0.49
O 0.9779 4.8645 -5.7999  0.05
C 0.2828 2.7399 -6.5974  -0.01
H 0.4029 5.9376 -7.9830  0.08
H 0.7705 4.4292 -8.8386  0.08
H -0.8850 4.7480 -8.2453  0.08
H 0.8793 2.2024 -7.3369  0.09
H -0.7766 2.5232 -6.7433  0.07
H 0.5741 2.4071 -5.6028  0.08

Atoms 1-6, force components in eV/Å:
0.918 0.389 -0.391
-0.726 -0.215 0.426
-0.660 -0.190 -0.696
1.074 -0.362 0.673
-0.122 0.197 0.228
-0.084 0.587 0.192